ORCA calculation (the ωB97M-V functional and the def2-TZVPD basis) on 24 unconnected molecules or ions with the total composition C53H128F2N16O43S2.

Structure (XYZ):
```
244
Properties=species:S:1:pos:R:3:forces:R:3:lowdin_charge:R:1
N 0.473 0.646 0.708 6.0 -1.8 -1.1 -0.294
S -0.703 -0.252 0.474 -10.5 -2.4 2.2 0.503
O -0.747 -1.463 1.328 0.7 1.8 -2.9 -0.262
O -1.473 -0.104 -0.761 2.3 -0.9 1.4 -0.245
F -1.623 0.695 1.434 -0.2 0.1 -0.1 -0.215
S 1.619 -0.494 0.118 5.9 -0.3 0.2 0.659
O 1.562 -0.659 -1.295 -0.8 0.5 0.3 -0.223
O 1.996 -1.707 0.864 -1.3 3.2 -0.2 -0.271
F 2.937 0.471 0.339 -2.1 -1.0 0.1 -0.176
C 1.741 5.205 0.448 -0.2 0.5 -1.1 0.028
C 2.069 3.786 0.309 3.1 -2.5 1.2 -0.312
O 3.104 3.275 0.796 -4.1 1.2 -2.0 0.078
N 1.087 2.922 -0.564 1.9 0.4 0.2 0.106
H 0.956 2.065 -0.046 0.3 -0.7 0.1 0.041
H 0.152 3.302 -0.524 -1.0 1.3 -0.2 0.090
C 1.508 2.638 -2.017 0.2 0.7 0.4 0.045
H 2.672 5.747 0.616 -0.2 0.0 0.1 0.087
H 0.989 5.493 1.182 -0.1 -0.4 0.0 0.091
H 1.344 5.444 -0.539 -0.2 0.7 -0.1 0.105
H 2.511 2.212 -2.050 0.1 0.4 0.3 0.076
H 1.432 3.610 -2.504 0.3 -0.3 -0.2 0.101
H 0.851 1.926 -2.517 -0.5 0.1 0.6 0.094
C -1.719 5.931 5.365 -0.7 0.8 1.6 0.028
C -1.936 6.147 3.936 1.0 -1.6 0.7 -0.395
O -1.071 6.071 3.139 -0.9 0.6 -1.3 0.174
N -3.427 6.401 3.587 1.1 0.9 -0.9 0.126
H -3.985 5.972 4.312 -0.4 -1.0 -0.1 0.165
H -3.575 7.373 3.822 -0.1 1.0 -0.4 0.182
C -3.756 6.041 2.136 -0.9 -0.2 0.9 0.022
H -1.962 6.891 5.820 0.0 0.3 0.4 0.118
H -0.696 5.727 5.682 -0.1 -0.2 -0.6 0.113
H -2.417 5.250 5.853 0.0 -0.3 -0.3 0.103
H -3.443 4.997 2.127 0.1 0.3 -1.0 0.077
H -3.393 6.750 1.392 1.1 -0.3 0.5 0.109
H -4.831 6.117 1.969 -0.1 -0.3 0.7 0.090
C -6.333 -0.599 -3.391 0.3 -0.4 0.4 0.049
C -6.238 0.265 -4.618 1.2 -1.1 1.3 -0.376
O -5.251 0.534 -5.247 -1.8 0.2 0.4 0.149
N -7.591 0.769 -5.055 -0.2 -0.1 -0.7 0.088
H -8.289 0.779 -4.325 0.0 -0.1 0.7 0.176
H -7.472 1.712 -5.397 -0.1 0.4 -0.3 0.173
C -8.127 -0.094 -6.189 0.1 1.0 -0.7 0.067
H -6.398 -0.074 -2.438 0.1 0.9 -0.1 0.100
H -5.456 -1.235 -3.269 0.0 0.1 -0.4 0.089
H -7.208 -1.238 -3.278 -0.2 -0.1 -0.7 0.119
H -7.663 0.363 -7.064 0.4 -0.9 -0.2 0.116
H -9.183 0.120 -6.352 -0.1 -0.3 0.6 0.121
H -7.895 -1.136 -5.971 -0.1 0.1 -0.3 0.124
C -1.861 -6.651 0.362 0.0 1.2 -2.1 0.024
C -2.595 -6.424 -0.995 -1.6 -2.3 0.9 -0.341
O -3.651 -6.963 -1.236 2.0 1.6 -0.2 0.165
N -1.857 -5.621 -2.049 0.5 -2.4 0.1 0.122
H -2.457 -4.841 -2.273 -1.3 1.2 -1.0 0.090
H -1.047 -5.240 -1.580 1.2 0.3 0.1 0.085
C -1.416 -6.463 -3.293 -0.9 1.4 0.4 0.071
H -1.218 -5.781 0.499 -0.1 0.1 0.6 0.049
H -1.153 -7.457 0.168 -0.3 -0.4 0.3 0.098
H -2.607 -6.819 1.138 0.4 -0.2 -0.2 0.086
H -2.307 -6.933 -3.711 0.1 -0.4 0.5 0.108
H -0.572 -7.111 -3.055 -0.5 0.1 0.2 0.072
H -1.135 -5.751 -4.068 0.3 0.1 0.3 0.085
C 3.158 0.013 -4.852 -0.8 -0.9 0.7 0.064
C 2.483 -0.861 -5.888 -1.2 3.3 0.7 -0.374
O 1.302 -0.804 -6.123 1.4 -1.3 0.0 0.137
N 3.374 -1.682 -6.743 -0.1 0.3 -1.5 0.121
H 4.344 -1.497 -6.531 0.6 0.4 0.2 0.182
H 3.243 -2.664 -6.547 -0.3 -0.6 -0.1 0.183
C 3.111 -1.395 -8.233 0.3 -0.3 -0.8 0.057
H 3.788 0.871 -5.085 0.4 -0.1 -1.0 0.110
H 3.719 -0.660 -4.202 0.3 0.1 0.3 0.100
H 2.350 0.469 -4.280 -0.1 -0.3 0.1 0.089
H 3.671 -2.098 -8.850 -0.2 -0.5 0.4 0.113
H 3.515 -0.445 -8.586 -0.1 0.4 0.9 0.123
H 2.040 -1.434 -8.431 0.2 -0.2 0.2 0.102
C 0.591 -0.361 4.453 0.9 0.1 -0.7 0.036
C 1.135 0.983 4.046 4.5 1.1 3.1 -0.285
O 2.251 1.421 4.504 -5.5 -1.4 -3.0 0.077
N 0.226 1.833 3.193 2.7 1.9 1.8 0.109
H 0.380 1.466 2.265 -0.2 0.0 -0.8 0.066
H -0.695 1.591 3.528 -2.0 0.0 0.4 0.082
C 0.552 3.383 3.335 0.1 -2.4 0.3 0.071
H 1.438 -0.845 4.939 -0.4 0.0 0.5 0.087
H 0.343 -1.008 3.612 -0.2 0.3 -0.4 0.068
H -0.323 -0.268 5.040 0.1 0.2 0.2 0.101
H 0.018 3.920 2.551 0.0 -0.1 0.3 0.062
H 1.640 3.441 3.312 -0.1 0.1 -0.5 0.081
H 0.308 3.621 4.370 -0.5 0.2 -0.3 0.100
C 5.728 4.577 -0.705 -0.6 1.0 1.0 0.030
C 6.461 5.859 -0.528 4.9 -0.6 -3.8 -0.323
O 7.316 6.205 -1.355 -3.3 0.0 3.9 0.186
N 6.365 6.695 0.796 0.4 -0.1 -0.7 0.074
H 5.868 6.292 1.577 -1.2 -0.4 -0.3 0.157
H 7.290 6.708 1.203 0.9 0.7 -0.6 0.160
C 5.833 8.068 0.443 0.3 0.0 1.3 0.049
H 6.085 4.082 -1.608 -0.2 0.2 0.0 0.114
H 4.692 4.914 -0.742 -0.4 -0.7 -0.4 0.090
H 5.810 3.934 0.171 0.0 0.0 0.1 0.069
H 4.929 7.843 -0.122 0.2 0.8 -0.2 0.116
H 6.627 8.671 0.002 -0.3 -0.4 -0.7 0.126
H 5.647 8.554 1.401 -0.5 0.0 -0.1 0.110
C -0.889 -1.613 -3.435 0.5 -0.1 0.0 0.006
C -1.754 -1.076 -4.514 -0.9 3.9 0.6 -0.323
O -2.109 0.103 -4.681 0.9 -4.5 0.0 0.118
N -2.239 -2.183 -5.454 0.5 1.9 -1.5 0.121
H -1.498 -2.784 -5.782 0.7 0.0 0.1 0.168
H -2.780 -2.786 -4.851 -1.4 -1.0 0.4 0.116
C -2.988 -1.681 -6.676 -2.0 0.0 0.7 0.034
H -0.259 -2.343 -3.943 0.6 0.0 0.4 0.094
H -1.339 -2.142 -2.595 -0.9 -0.3 -0.4 0.085
H -0.345 -0.850 -2.879 0.2 0.2 -0.7 0.067
H -3.333 -2.512 -7.292 0.5 -0.2 0.2 0.115
H -2.580 -0.874 -7.286 1.0 -0.4 0.5 0.114
H -3.894 -1.241 -6.261 0.0 -0.1 0.0 0.069
C -3.942 2.646 -2.840 0.6 0.3 0.0 0.038
C -5.198 3.258 -2.274 -2.8 -3.4 3.4 -0.267
O -5.982 2.665 -1.468 3.4 3.4 -4.0 0.096
N -5.582 4.697 -2.713 0.6 0.2 0.5 0.102
H -4.787 5.149 -3.141 1.2 0.3 0.6 0.164
H -6.129 4.721 -3.561 -1.3 -0.6 -0.1 0.178
C -6.215 5.529 -1.587 -0.6 -0.3 -0.9 0.055
H -3.981 2.414 -3.904 -0.4 0.2 -0.2 0.092
H -3.603 1.731 -2.355 -0.8 -0.1 0.3 0.103
H -3.053 3.266 -2.731 -0.1 0.7 0.0 0.090
H -6.596 6.482 -1.955 0.5 0.0 -0.4 0.116
H -5.467 5.687 -0.810 -0.3 -0.4 0.0 0.087
H -7.125 4.970 -1.368 0.4 -0.1 0.8 0.106
C 2.154 -8.654 -2.387 0.2 1.0 -0.2 0.035
C 3.256 -8.235 -1.413 0.6 -3.7 -0.1 -0.324
O 3.983 -9.064 -0.883 -1.8 3.4 -1.0 0.172
N 3.452 -6.733 -1.213 2.1 -1.7 1.7 0.104
H 3.467 -6.236 -2.092 0.1 0.1 -0.3 0.174
H 2.679 -6.358 -0.683 -1.6 0.4 0.0 0.101
C 4.700 -6.480 -0.349 0.0 0.3 -1.0 0.039
H 2.488 -8.466 -3.407 0.6 -0.2 -0.2 0.102
H 1.275 -8.010 -2.390 -0.1 -0.1 0.8 0.050
H 1.913 -9.716 -2.330 0.1 0.2 0.4 0.113
H 5.578 -6.848 -0.880 -0.1 0.1 -0.1 0.111
H 4.663 -7.021 0.597 -0.5 0.1 -0.2 0.115
H 4.720 -5.395 -0.241 0.2 -0.2 0.2 0.071
C -0.179 -4.270 6.258 -0.2 1.0 0.0 0.034
C -0.302 -3.926 4.818 -2.5 0.7 1.1 -0.333
O -1.140 -3.126 4.445 2.2 -1.6 -1.1 0.108
N 0.522 -4.812 3.820 -1.2 2.5 -0.1 0.142
H 1.312 -5.225 4.294 0.9 -0.3 0.9 0.147
H -0.151 -5.526 3.580 0.0 -0.6 -0.3 0.171
C 0.956 -4.011 2.600 -0.7 -0.9 0.2 0.029
H -0.576 -5.256 6.500 1.1 -0.5 -0.1 0.118
H -0.852 -3.613 6.810 -0.1 0.3 -0.3 0.104
H 0.825 -3.944 6.530 0.5 -1.2 0.5 0.086
H 0.075 -3.592 2.112 0.0 0.2 0.3 0.075
H 1.345 -4.758 1.908 0.6 0.4 0.1 0.098
H 1.634 -3.235 2.955 0.1 -0.3 -0.3 0.095
C -3.773 -1.964 2.814 -0.3 -1.4 0.6 0.036
C -3.705 -3.517 2.662 3.1 1.6 -2.6 -0.298
O -2.989 -4.110 1.850 -3.2 1.1 3.5 0.130
N -4.529 -4.242 3.740 -1.2 -1.2 -0.6 0.111
H -3.997 -4.988 4.164 0.5 -0.6 -0.2 0.172
H -4.850 -3.712 4.538 0.4 1.1 0.2 0.171
C -5.858 -4.807 3.193 -0.3 0.4 -1.0 0.057
H -3.331 -1.726 3.781 0.1 -0.1 0.3 0.091
H -4.815 -1.652 2.881 -0.1 0.0 -0.3 0.078
H -3.220 -1.372 2.083 -0.2 -0.7 -0.3 0.069
H -6.336 -5.548 3.834 0.6 0.0 0.2 0.117
H -5.699 -5.187 2.184 0.2 -0.2 0.2 0.109
H -6.559 -3.977 3.094 0.2 0.1 0.1 0.109
C -4.141 2.091 1.177 -0.9 0.6 0.7 0.035
C -5.417 2.597 1.892 -0.5 2.8 -0.8 -0.297
O -5.658 3.788 2.042 0.2 -2.9 0.0 0.089
N -6.492 1.604 2.380 1.8 0.0 0.8 0.109
H -7.443 1.848 2.142 -0.1 0.5 -0.5 0.178
H -6.221 0.749 1.915 -0.3 -1.5 -1.3 0.078
C -6.482 1.242 3.874 0.1 0.6 -0.7 0.065
H -3.629 2.952 0.748 -0.1 0.3 0.4 0.067
H -4.254 1.414 0.330 -0.5 -0.6 0.6 0.077
H -3.508 1.705 1.976 0.1 -0.4 -0.2 0.073
H -7.452 0.773 4.041 0.2 0.0 0.3 0.114
H -6.379 2.180 4.419 0.0 -0.4 0.2 0.103
H -5.652 0.552 4.027 -0.1 0.3 0.3 0.094
C 5.148 0.682 2.551 0.3 0.7 0.2 0.017
C 4.800 -0.759 2.661 -2.0 -0.5 1.8 -0.303
O 3.992 -1.183 3.477 2.6 0.3 -3.1 0.145
N 5.525 -1.677 1.623 -1.3 -2.5 2.7 0.134
H 5.389 -1.410 0.659 -0.5 1.2 -2.0 0.075
H 6.527 -1.751 1.728 0.6 0.9 0.4 0.170
C 5.183 -3.169 1.804 0.3 -0.4 -0.5 0.031
H 6.226 0.818 2.637 0.0 -0.1 -0.2 0.061
H 4.693 1.267 3.351 -0.2 -0.5 0.2 0.091
H 4.791 1.154 1.635 0.2 -0.4 -0.5 0.074
H 4.188 -3.476 1.485 -0.1 0.8 0.2 0.071
H 5.404 -3.529 2.809 -0.2 0.5 0.3 0.100
H 5.857 -3.705 1.136 0.2 0.2 -0.1 0.096
C 8.061 2.146 1.225 -1.2 -1.2 0.0 0.012
C 8.941 3.247 1.643 1.9 -1.4 -2.8 -0.379
O 9.953 3.371 1.012 -0.9 1.8 2.3 0.223
N 8.624 3.989 2.951 0.0 -0.1 0.0 0.091
H 8.817 4.977 2.868 1.5 0.4 0.0 0.168
H 7.639 4.101 3.145 -0.8 -1.2 -0.1 0.158
C 9.301 3.333 4.171 -0.2 1.0 -0.2 0.080
H 8.446 1.626 0.348 0.5 0.5 -0.1 0.127
H 7.040 2.372 0.915 -0.2 0.2 0.6 0.070
H 8.116 1.370 1.989 -0.5 0.0 0.3 0.090
H 8.818 3.816 5.021 0.3 -0.2 0.2 0.114
H 10.351 3.614 4.100 -0.1 -0.4 0.2 0.126
H 9.097 2.262 4.174 0.2 0.2 -0.2 0.113
O -4.305 -1.325 -0.308 4.1 1.2 -0.7 0.120
C -5.526 -1.501 -0.027 -6.1 -2.1 0.6 -0.913
O -6.161 -0.710 0.690 0.4 2.3 1.6 -0.041
O -6.108 -2.517 -0.508 0.9 -0.2 -0.7 -0.026
H -4.176 -2.071 -0.898 1.1 -0.7 -0.8 0.091
O -2.969 5.371 -0.949 -0.8 0.5 -0.2 0.080
C -1.758 4.833 -0.794 3.8 -3.5 2.4 -0.858
O -0.966 4.873 -1.754 -0.5 0.9 -1.3 0.000
O -1.449 4.219 0.249 -0.9 -0.1 1.3 -0.042
H -2.582 5.651 -1.782 -1.4 1.8 -2.0 0.094
O -3.382 3.095 4.344 0.2 2.1 -1.0 0.046
C -3.060 1.977 5.009 -1.4 -3.7 2.3 -0.857
O -2.207 1.217 4.558 2.4 -0.2 -1.7 -0.018
O -3.810 1.713 5.980 0.3 1.0 -0.5 -0.003
H -3.978 3.348 5.052 -1.1 1.0 0.1 0.088
O 4.070 3.639 -3.247 -1.8 1.0 1.5 0.004
C 4.578 3.448 -4.485 1.1 -0.7 -3.4 -0.885
O 5.682 2.867 -4.433 1.4 -1.1 0.5 -0.053
O 3.985 3.743 -5.526 -1.1 0.4 1.0 -0.012
H 4.698 3.083 -2.780 0.2 -0.4 0.7 0.023
O 2.429 -3.956 -0.294 1.0 -0.3 -0.6 0.076
C 1.256 -4.268 -0.829 -3.3 -2.0 0.5 -0.867
O 0.907 -5.462 -0.946 1.8 -3.0 -0.2 -0.058
O 0.392 -3.430 -1.008 -0.6 3.4 -0.7 0.020
H 2.247 -3.014 -0.251 1.0 1.0 0.6 0.044
O -5.790 -3.658 -3.111 -1.2 0.1 -0.4 0.116
C -4.559 -3.904 -3.472 1.7 -1.3 -1.4 -0.841
O -4.307 -4.492 -4.538 0.1 0.7 -0.1 -0.001
O -3.655 -3.512 -2.657 1.1 0.7 0.7 -0.095
H -5.650 -3.274 -2.242 -0.9 0.4 1.5 0.048
O 2.755 -2.976 5.638 -2.4 2.6 -0.7 0.046
C 3.505 -4.055 5.711 0.0 -5.2 2.7 -0.930
O 4.664 -3.895 5.404 2.9 0.8 -1.7 0.012
O 2.997 -5.102 6.198 -1.2 0.5 -1.2 -0.034
H 3.495 -2.461 5.307 -0.1 1.6 -0.3 0.063
O 6.159 0.025 -2.901 0.3 -1.0 -0.4 0.101
C 5.568 0.202 -1.717 -0.7 -1.1 0.0 -0.850
O 5.118 1.334 -1.569 -0.9 2.3 1.6 -0.024
O 5.425 -0.789 -0.970 0.4 -1.0 1.2 -0.051
H 5.925 0.894 -3.234 0.7 1.0 -1.6 0.068
```
Positions in Å, forces in eV/Å.

Output
HOMO-LUMO gap (eV): 4.1
Total energy (eV): -195956.0940
Net charge: +6